Record 1
# C22H66O16

11 unconnected molecules or ions with the total composition C22H66O16 at a distorted geometry (ωB97M-V with the def2-TZVPD basis set, OMol25).

XYZ file:
```
104
Properties=species:S:1:pos:R:3:forces:R:3
O -2.514169 1.295456 1.156196 -0.874 0.933 1.198
C -3.390566 2.206462 0.471589 0.696 1.429 -0.789
C -2.661520 3.546932 0.248333 0.548 0.413 1.352
O -2.191599 4.176182 1.493521 -2.213 -0.438 -1.519
H -2.414098 1.708814 2.057604 0.013 -0.687 -1.178
H -3.614986 1.835537 -0.539075 0.141 -0.347 0.366
H -4.362441 2.454418 0.928465 0.358 -0.689 0.451
H -3.318236 4.241226 -0.281959 -0.067 0.068 0.250
H -1.780244 3.409416 -0.362769 0.240 -0.337 -0.390
H -1.318172 3.837499 1.690788 0.733 -0.153 0.125
O -2.201823 -3.896243 0.785929 0.567 -1.091 -1.560
C -1.515286 -4.632832 -0.275531 0.446 -0.630 0.721
C -2.556498 -5.335065 -1.114537 -0.438 -0.710 -1.102
O -1.874131 -6.113487 -2.132935 2.182 2.074 2.448
H -1.630195 -3.154174 0.982164 0.303 0.788 0.289
H -0.779025 -4.073606 -0.888890 -0.887 0.468 0.254
H -0.857406 -5.439085 0.146271 -0.678 0.505 0.071
H -3.324297 -4.682725 -1.573445 0.627 0.174 0.160
H -3.114409 -6.021356 -0.486112 -0.095 -0.112 0.379
H -2.445020 -6.537038 -2.703044 -2.167 -1.243 -1.649
O -1.894538 -2.249907 4.825596 -0.746 -1.238 0.761
C -2.706478 -1.291156 5.527008 -0.355 0.543 -0.648
C -2.378182 -0.007190 4.760865 0.938 -0.171 0.098
O -1.018363 0.304083 5.100117 0.295 0.091 -0.031
H -2.121379 -3.166040 5.113520 0.290 1.137 -0.293
H -3.796208 -1.487891 5.508157 0.516 -0.296 -0.178
H -2.372306 -1.190668 6.575057 -0.173 0.023 -0.356
H -2.997794 0.872272 4.975446 0.119 -0.331 0.258
H -2.372546 -0.186476 3.673172 -0.619 -0.232 0.276
H -0.533072 -0.539112 5.020560 -0.247 0.492 -0.019
O 3.889736 0.623161 -4.303006 1.133 0.511 0.220
C 4.653917 1.702382 -3.768410 -0.281 0.018 0.632
C 4.893227 1.593115 -2.224519 0.469 0.078 -0.482
O 5.414251 0.316173 -1.796518 -1.330 0.214 -1.259
H 2.969076 0.859322 -4.468069 -0.248 0.078 0.366
H 5.616796 1.700477 -4.240507 0.780 -0.574 -0.198
H 4.321536 2.723006 -4.065176 -0.575 -0.571 0.508
H 4.042371 1.840424 -1.595090 -0.562 0.009 -0.241
H 5.652586 2.325600 -1.984392 0.304 0.243 0.074
H 4.768323 -0.287108 -2.233490 0.841 0.042 0.535
O -4.510459 -1.722925 1.385937 0.825 -1.258 1.636
C -5.169908 -0.905573 0.518893 -0.234 1.164 -1.413
C -6.215700 -0.107288 1.291353 0.002 0.266 0.923
O -6.836763 0.915507 0.516611 0.111 -0.687 -0.557
H -4.080592 -2.460053 0.936341 0.110 -0.014 0.014
H -4.409091 -0.206297 0.047745 -1.192 -0.498 0.106
H -5.691231 -1.509218 -0.232388 0.070 0.202 -0.442
H -5.642774 0.419815 2.076765 -0.533 -0.268 -0.045
H -7.015573 -0.759238 1.761985 1.090 0.465 -0.433
H -7.186305 0.456950 -0.265451 -0.033 0.452 0.229
C 3.189142 -2.115173 -2.211588 -0.159 0.152 0.799
C 2.432294 -3.397972 -2.166914 0.684 -1.122 1.082
O 3.018633 -4.190811 -1.098687 -0.485 0.287 -0.135
H 2.867194 -1.534843 -3.056829 0.262 0.413 -0.503
H 4.250748 -2.359137 -2.198278 0.089 0.113 -0.426
H 3.019071 -1.526880 -1.300520 -0.140 -0.109 -0.098
H 2.567814 -3.980672 -3.062413 -0.064 -0.001 -0.739
H 1.372500 -3.308034 -1.971441 -0.410 0.405 -0.057
H 2.362856 -4.858135 -0.880458 0.144 -0.178 0.131
C 1.151590 -1.222858 -5.801876 0.122 1.319 0.032
C 0.519313 -0.557898 -4.598611 -0.222 0.034 0.459
O 1.293823 0.605911 -4.213580 -2.352 0.541 0.925
H 2.211270 -1.441337 -5.704897 0.016 -0.442 0.658
H 1.171710 -0.503999 -6.604545 -0.426 0.172 -0.651
H 0.564444 -2.079762 -6.053391 -0.129 -0.655 -0.381
H 0.454738 -1.320309 -3.806324 0.308 0.426 0.305
H -0.548667 -0.264074 -4.759221 0.825 -0.090 -0.309
H 0.679053 1.214758 -3.676801 1.247 -1.133 -0.916
C 1.049330 3.726555 4.811046 -1.207 -0.455 -0.296
C -0.167762 3.572734 3.865826 -0.686 0.258 1.516
O 0.110977 3.485849 2.480394 0.629 -0.439 -0.579
H 1.224989 4.753794 5.029817 0.314 0.693 0.380
H 1.912023 3.300241 4.389020 1.285 -0.311 -1.072
H 0.961070 3.108741 5.707212 -0.566 0.429 0.190
H -0.863805 4.440474 3.928643 0.673 -0.433 0.107
H -0.738507 2.733668 4.284598 -0.002 -0.221 -0.731
H 0.415459 2.619172 2.168248 0.017 0.162 0.615
C 1.401461 3.870071 -2.970823 0.008 0.431 0.942
C -0.109546 3.875850 -2.762740 0.270 -0.563 -1.177
O -0.564120 2.504929 -2.660728 1.392 -0.250 0.769
H 1.849168 4.867728 -2.972001 -0.551 0.267 -0.172
H 1.682497 3.430634 -3.929932 0.092 -0.482 0.429
H 1.853206 3.459696 -2.051817 0.102 -0.622 -0.719
H -0.576477 4.177837 -3.690562 -0.197 1.071 0.004
H -0.373311 4.490461 -1.899207 -0.264 -0.173 -0.084
H -1.496457 2.438109 -2.814737 -0.724 0.204 -0.102
C 0.617158 0.254461 0.087678 1.026 -0.146 -0.566
C 0.189815 -0.614140 1.258857 -0.824 0.834 0.109
O -1.000408 -1.341448 0.844643 0.656 -0.225 0.486
H 0.791219 -0.428248 -0.744736 -0.385 0.065 -0.351
H 1.625745 0.739767 0.155755 -0.925 -0.053 0.541
H -0.174592 0.980739 -0.169054 0.475 -0.292 0.078
H -0.024345 0.065940 2.115425 -0.085 -0.700 -0.170
H 0.943570 -1.350385 1.578952 -0.335 0.213 -0.275
H -1.800898 -0.799163 0.896377 0.330 0.362 0.164
C 4.057976 -1.272932 2.814587 -0.972 -1.245 1.031
C 4.279566 -0.306804 1.730924 1.464 0.018 -1.965
O 5.487499 -0.772127 1.059199 -0.655 -0.310 1.106
H 3.111789 -1.095853 3.328402 -0.010 0.316 0.204
H 4.847431 -1.383944 3.572635 -0.099 0.292 -0.473
H 3.886726 -2.243034 2.333507 0.364 -0.033 0.140
H 4.475188 0.730481 2.021625 -0.488 -0.037 0.228
H 3.448498 -0.389122 0.991394 0.289 0.413 0.557
H 5.681901 -0.191985 0.337277 0.083 0.525 -0.958
```
Forces are in eV/Å.

For the HOMO-LUMO gap, the calculation gives 9.81 eV. The SMILES is OCCO.OCCO.OCCO.OCCO.OCCO.CCO.CCO.CCO.CCO.CCO.CCO. For the energy above the lowest of the compared OMol25 structures with the same formula, charge and spin, the calculation gives 1.4108 eV.

These are the Löwdin partial charges, in e, on atoms 1 to 5:
1. O -0.091
2. C -0.225
3. C -0.196
4. O -0.084
5. H 0.108



Record 2
# H18O9

9 unconnected molecules or ions with the total composition H18O9 (ωB97M-V with the def2-TZVPD basis set, OMol25).

XYZ file:
```
27
Properties=species:S:1:pos:R:3:forces:R:3
O -0.788272 1.289627 -0.223717 -0.080 0.111 0.184
H 0.159387 1.120843 -0.174280 -0.109 -0.075 0.121
H -1.187548 0.497317 0.152863 0.124 0.072 0.014
O -2.683633 -0.681374 2.473612 -0.063 -0.107 -0.209
H -3.312749 -0.070831 2.073064 0.044 0.050 0.066
H -2.994652 -1.551630 2.199912 -0.016 0.032 0.089
O 3.023603 -0.343920 -0.372140 0.166 0.171 -0.220
H 3.028396 -1.286469 -0.573553 -0.344 -0.135 0.034
H 3.874730 -0.030168 -0.697922 -0.051 0.043 0.109
O 1.602620 -2.986057 -1.868703 0.377 0.020 -0.106
H 2.414961 -3.080455 -2.378781 -0.114 -0.088 -0.041
H 1.084534 -2.345668 -2.369182 -0.116 0.237 0.083
O 4.197889 4.061874 0.441970 -0.139 -0.122 -0.051
H 3.597193 3.938540 -0.301632 0.069 0.059 0.066
H 3.786847 3.567430 1.159994 0.056 0.041 -0.009
O 0.054278 -3.185012 0.778325 -0.226 -0.023 0.211
H -0.550114 -2.438554 0.858947 0.133 0.037 -0.025
H -0.094209 -3.694915 1.582652 0.063 0.014 -0.069
O -5.336753 2.268922 -1.867513 -0.037 -0.234 0.024
H -6.098050 1.704080 -1.693240 0.027 0.110 -0.027
H -4.630338 1.650085 -2.084326 0.020 0.123 0.007
O 0.170337 0.379344 3.525912 -0.007 -0.004 0.144
H -0.616164 0.904587 3.711725 0.047 -0.088 -0.103
H -0.056957 -0.502768 3.840880 -0.002 0.106 -0.095
O 0.307389 -0.059939 -2.572154 0.219 -0.140 -0.391
H 1.012509 0.503025 -2.233234 0.031 -0.159 0.100
H 0.034764 0.372080 -3.389482 -0.069 -0.050 0.096
```
Forces are in eV/Å.

For the HOMO-LUMO gap, the calculation gives 10.91 eV. The SMILES is O.O.O.O.O.O.O.O.O. For the energy above the lowest of the compared OMol25 structures with the same formula, charge and spin, the calculation gives 2.9829 eV.

These are the Löwdin partial charges, in e, on atoms 1 to 5:
1. O -0.062
2. H 0.022
3. H 0.019
4. O -0.053
5. H 0.043



What is the HOMO-LUMO gap in the second record?
10.91 eV